{"formula": "C2H4BrN3S", "method": "ωB97M-V/def2-TZVPD", "mol_weight_g_mol": 182.05, "e_above_lowest_ev": 1.327, "e_lumo_ev": -1.41, "species": ["C", "C", "N", "N", "N", "S", "Br", "H", "H", "H", "H"], "positions_angstrom": [[0.334, -0.187, -1.272], [1.090, 0.961, -0.714], [-0.684, -0.613, -0.645], [-1.270, -0.120, 0.359], [-1.644, -0.768, 1.422], [0.343, 2.024, 0.376], [2.722, -0.392, 0.327], [0.452, -0.595, -2.387], [1.905, 1.404, -1.444], [-1.056, -1.511, 1.959], [-2.190, -0.202, 2.019]], "lowdin_charge": [-0.288, -0.992, 0.011, -0.101, 0.101, 0.583, 0.155, 0.172, 0.078, 0.182, 0.100]}

{"formula": "C16H42N8O2P2", "method": "ωB97M-V/def2-TZVPD", "charge": 1, "mol_weight_g_mol": 440.51, "s_squared": 0.7593, "spin_multiplicity": 2, "e_lumo_ev": [-2.18, -7.06], "species": ["O", "P", "N", "C", "C", "N", "C", "C", "N", "C", "C", "H", "H", "H", "H", "H", "H", "H", "H", "H", "H", "H", "H", "H", "H", "H", "H", "H", "H", "O", "P", "N", "C", "C", "N", "C", "C", "N", "C", "C", "H", "H", "H", "H", "H", "H", "H", "H", "H", "H", "H", "H", "H", "H", "H", "H", "H", "H", "C", "C", "N", "H", "H", "H", "C", "C", "N", "H", "H", "H"], "positions_angstrom": [[-0.080, -2.314, 0.883], [-1.419, -2.238, 1.511], [-2.660, -1.969, 0.328], [-3.085, -0.554, 0.054], [-2.652, -2.804, -0.966], [-1.602, -0.981, 2.651], [-1.954, -1.227, 4.032], [-1.196, 0.397, 2.455], [-2.012, -3.579, 2.410], [-3.414, -3.959, 2.599], [-1.019, -4.560, 2.911], [-3.447, -0.159, 1.004], [-3.958, -0.605, -0.597], [-2.163, -0.044, -0.224], [-2.638, -2.103, -1.800], [-3.651, -3.232, -1.049], [-1.825, -3.512, -0.911], [-1.198, -1.633, 4.703], [-2.316, -0.374, 4.606], [-2.863, -1.803, 4.208], [-1.466, 0.856, 1.504], [-1.536, 1.087, 3.227], [-0.107, 0.433, 2.471], [-4.108, -3.446, 1.934], [-3.547, -4.970, 2.213], [-3.693, -3.870, 3.649], [-1.236, -4.712, 3.968], [-0.034, -4.098, 2.848], [-1.092, -5.578, 2.527], [1.491, 0.820, -4.675], [0.905, 1.588, -3.563], [0.783, 3.213, -4.085], [0.499, 3.555, -5.462], [1.072, 4.394, -3.269], [1.745, 1.496, -2.090], [1.141, 0.748, -1.002], [3.219, 1.272, -2.166], [-0.828, 1.289, -3.329], [-1.266, 0.060, -3.717], [-1.830, 1.880, -2.380], [0.718, 2.733, -6.144], [1.158, 4.377, -5.741], [-0.553, 3.841, -5.479], [1.307, 4.137, -2.236], [0.357, 5.206, -3.403], [2.011, 4.923, -3.434], [1.867, 0.517, -0.223], [0.386, 1.343, -0.488], [0.744, -0.198, -1.370], [3.504, 0.606, -1.351], [3.601, 1.005, -3.151], [3.687, 2.240, -1.987], [-2.085, 0.237, -4.414], [-0.465, -0.361, -4.324], [-1.473, -0.490, -2.799], [-1.481, 1.641, -1.375], [-2.881, 1.735, -2.630], [-1.655, 2.956, -2.391], [2.659, 2.071, 3.542], [3.352, 2.074, 2.314], [3.878, 2.013, 1.273], [1.764, 1.449, 3.531], [2.412, 3.107, 3.773], [3.371, 1.687, 4.272], [4.550, -1.649, 2.587], [5.283, -0.561, 3.211], [5.818, 0.331, 3.615], [4.874, -2.608, 2.991], [4.819, -1.593, 1.532], [3.509, -1.529, 2.887]], "lowdin_charge": [-0.308, 0.587, -0.300, -0.114, -0.063, -0.275, -0.130, -0.121, -0.312, -0.112, -0.099, 0.073, 0.090, 0.038, 0.044, 0.075, 0.078, 0.086, 0.080, 0.067, 0.049, 0.088, 0.063, 0.072, 0.082, 0.077, 0.075, 0.071, 0.081, -0.232, 0.643, -0.191, -0.055, -0.065, -0.276, -0.111, -0.070, -0.211, -0.128, -0.030, 0.096, 0.106, 0.107, 0.085, 0.105, 0.108, 0.076, 0.067, 0.089, 0.077, 0.080, 0.078, 0.119, 0.090, 0.094, 0.056, 0.111, 0.081, -0.067, -0.305, 0.151, 0.071, 0.096, 0.084, -0.055, -0.318, 0.150, 0.084, 0.087, 0.080]}

{"formula": "C7H10INO4", "method": "ωB97M-V/def2-TZVPD", "smiles": "C#CCO[C@H](I)O/C(=N/OC)OC", "mol_weight_g_mol": 299.06, "e_above_lowest_ev": 0.197, "e_lumo_ev": 0.52, "species": ["C", "C", "C", "O", "C", "I", "O", "C", "N", "O", "C", "O", "C", "H", "H", "H", "H", "H", "H", "H", "H", "H", "H"], "positions_angstrom": [[1.314, -2.908, 0.465], [0.126, -3.042, 0.332], [-1.325, -2.929, 0.199], [-1.777, -1.604, -0.236], [-2.230, -0.733, 0.682], [-3.608, 0.502, -0.298], [-1.171, 0.083, 1.144], [-0.272, 0.739, 0.324], [0.687, 1.423, 0.878], [1.592, 2.154, -0.004], [2.114, 3.268, 0.706], [-0.547, 0.417, -0.987], [0.470, 0.720, -1.907], [2.339, -3.247, 0.363], [-1.934, -3.057, 1.138], [-1.698, -3.557, -0.677], [-2.688, -1.181, 1.593], [3.005, 2.971, 1.167], [1.254, 3.422, 1.381], [2.170, 4.100, 0.023], [0.541, 1.835, -1.886], [0.247, 0.226, -2.871], [1.390, 0.398, -1.530]], "lowdin_charge": [0.124, -0.088, -0.151, -0.221, -0.841, 0.989, -0.058, -0.381, 0.145, -0.249, -0.072, -0.124, -0.052, 0.045, 0.138, 0.153, 0.119, 0.063, 0.089, 0.082, 0.108, 0.113, 0.068]}

{"formula": "C10H26LiN4O9", "method": "ωB97M-V/def2-TZVPD", "charge": -1, "mol_weight_g_mol": 353.28, "e_lumo_ev": 2.26, "species": ["Li", "N", "O", "O", "O", "N", "O", "O", "O", "C", "C", "C", "O", "C", "N", "H", "H", "H", "H", "H", "H", "H", "H", "H", "H", "H", "C", "O", "C", "C", "N", "C", "C", "O", "C", "H", "H", "H", "H", "H", "H", "H", "H", "H", "H", "H", "H", "H", "H", "H"], "positions_angstrom": [[18.815, 11.991, -18.844], [18.126, 12.565, -15.739], [18.239, 12.920, -16.931], [17.401, 13.116, -15.022], [18.521, 11.399, -15.467], [19.793, 14.464, -19.537], [20.126, 13.349, -19.545], [18.727, 14.887, -19.914], [20.635, 15.211, -19.000], [21.624, 10.219, -18.020], [20.962, 9.805, -19.372], [21.455, 8.389, -19.784], [22.923, 8.449, -20.112], [23.505, 7.193, -20.393], [19.564, 9.779, -19.066], [22.603, 9.743, -17.967], [21.101, 9.758, -17.182], [21.671, 11.302, -17.907], [21.314, 10.563, -20.072], [21.036, 8.002, -20.713], [21.318, 7.634, -19.009], [24.586, 7.240, -20.528], [23.051, 6.659, -21.228], [23.305, 6.596, -19.503], [19.403, 9.095, -18.340], [19.074, 9.401, -19.864], [18.218, 8.960, -22.596], [17.765, 9.734, -21.566], [17.935, 11.161, -21.768], [16.792, 11.962, -21.144], [16.857, 12.389, -19.681], [15.959, 11.497, -18.859], [14.466, 11.484, -19.299], [14.199, 12.695, -19.826], [12.777, 12.755, -20.242], [18.127, 7.896, -22.376], [19.247, 8.970, -22.958], [17.556, 9.271, -23.404], [17.994, 11.448, -22.818], [18.920, 11.536, -21.491], [15.953, 11.308, -21.383], [16.581, 12.835, -21.762], [16.314, 13.241, -19.677], [15.963, 11.702, -17.788], [16.107, 10.419, -18.923], [13.811, 11.465, -18.428], [14.219, 10.735, -20.051], [12.607, 12.026, -21.035], [12.698, 13.789, -20.579], [11.997, 12.649, -19.489]], "lowdin_charge": [0.613, -0.675, -0.127, 0.021, -0.106, -0.710, -0.095, -0.017, -0.057, -0.034, -0.413, -0.127, -0.217, -0.138, 0.034, 0.068, 0.078, 0.087, 0.142, 0.108, 0.118, 0.084, 0.075, 0.076, 0.091, 0.050, -0.161, -0.206, -0.185, -0.154, -0.039, -0.157, -0.296, -0.204, -0.051, 0.087, 0.086, 0.090, 0.117, 0.113, 0.106, 0.125, 0.094, 0.112, 0.111, 0.124, 0.110, 0.082, 0.086, 0.081]}